[1]
Density functional theory data (ωB97M-V with the def2-TZVPD basis set) for a molecular structure, C13H10MoN4OSe.

Results
Energy relative to the best compared isomer or geometry (same formula, charge and spin): 13.21 kcal/mol
LUMO (alpha / beta): -9.59 / -9.08 eV
Spin multiplicity: 3
Frontier orbital gap (alpha / beta): 7.0 / 7.9 eV
Expectation value of S²: 2.040
Net charge: +2

XYZ file:
```
30
Properties=species:S:1:pos:R:3:forces:R:3
Mo -0.377 0.026 1.056 0.3 0.0 -0.4
O 2.735 1.122 -1.177 -0.1 0.0 0.1
C 1.693 1.089 -0.607 -0.1 0.2 -0.1
N 1.111 -0.124 -0.103 -0.2 0.2 0.1
C 1.607 -1.406 -0.567 0.0 -0.1 -0.1
C 0.476 -2.384 -0.414 0.1 -0.1 0.0
C 0.544 -3.693 -0.850 0.0 0.0 0.0
C -0.569 -4.507 -0.716 0.0 0.0 0.0
C -1.731 -3.995 -0.143 0.0 0.0 0.0
C -1.735 -2.693 0.291 0.0 0.0 0.0
N -0.649 -1.895 0.163 -0.1 0.1 0.1
C 0.739 2.245 -0.423 0.2 0.0 -0.1
C 1.014 3.518 -0.857 0.0 0.0 0.0
C 0.046 4.503 -0.654 0.0 0.0 0.0
C -1.153 4.177 -0.038 0.0 -0.1 0.0
C -1.365 2.870 0.374 0.0 0.1 0.0
N -0.432 1.934 0.180 0.2 -0.3 -0.4
H 2.494 -1.713 -0.004 0.0 0.0 0.0
H 1.906 -1.330 -1.617 0.0 0.1 0.0
H 1.454 -4.062 -1.303 0.0 0.0 0.0
H -0.535 -5.531 -1.064 0.0 0.0 0.0
H -2.621 -4.598 -0.031 0.0 0.0 0.0
H -2.609 -2.249 0.749 0.0 0.0 0.0
H 1.958 3.729 -1.341 0.0 0.0 0.0
H 0.232 5.518 -0.979 0.0 0.0 0.0
H -1.924 4.916 0.128 0.0 0.0 0.0
H -2.283 2.564 0.863 0.0 0.0 0.0
Se -1.060 -0.456 3.455 0.2 0.0 0.2
C 0.166 0.879 3.137 -0.4 -0.3 0.4
N 0.870 1.547 2.489 0.1 0.1 0.1
```
Forces are in eV/Å.

natural (NBO) population analysis, charges in e, atoms 1 to 5:
1 Mo 1.3888
2 O -0.4149
3 C 0.6532
4 N -0.5388
5 C -0.2946

=====

[2]
Density functional theory data (ωB97M-V with the def2-TZVPD basis set) for a molecular structure, C13H10N2O8SV.

Results
LUMO: -10.04 eV
Frontier orbital gap: 2.9 eV
Net charge: +1

XYZ file:
```
35
Properties=species:S:1:pos:R:3:forces:R:3
N 5.029 0.301 0.981 -0.5 -0.3 -0.6
C 4.429 -0.281 0.182 0.5 0.1 0.2
O 3.783 -0.976 -0.726 0.3 0.3 0.4
C 2.413 -0.907 -0.546 -1.4 -0.3 0.4
C 1.686 0.211 -0.901 -0.1 0.2 -0.3
C 0.296 0.266 -0.716 -0.6 -0.4 -0.9
C -0.414 1.530 -1.094 0.4 0.6 2.4
C -0.431 2.374 0.311 2.6 1.2 -0.2
C 0.930 3.115 0.600 -0.5 -3.4 2.6
O 0.374 1.852 1.314 -1.9 0.0 -0.9
C -0.432 -0.840 -0.183 0.0 0.4 0.2
C -1.939 -0.879 -0.016 0.2 -0.1 -0.9
S -2.612 0.092 1.362 -0.6 0.4 0.5
O -1.656 0.332 2.388 0.4 -0.5 0.0
O -3.283 1.237 0.790 -0.2 -0.1 -0.7
C 0.314 -1.932 0.187 0.8 -0.7 -0.3
C 1.706 -1.963 0.018 0.5 -1.0 -0.2
C 2.228 -3.329 0.553 -0.8 2.1 -0.4
O 3.265 -3.851 0.335 -0.1 -0.2 0.3
N 1.142 -3.762 1.399 -0.1 -1.4 0.3
C -0.086 -3.287 0.812 1.0 1.8 -0.2
O -1.152 -3.807 0.811 -0.1 -0.1 0.2
H 2.205 1.067 -1.333 -0.1 -0.2 0.1
H -1.485 1.380 -1.326 0.1 0.1 -0.2
H 0.135 2.152 -1.803 -0.3 -0.3 -0.1
H -1.356 2.898 0.586 0.3 -0.4 -0.1
H 1.862 2.589 0.351 -0.1 1.2 -1.4
H 1.074 3.593 1.577 -0.3 1.6 -1.2
H -2.380 -0.463 -0.936 -0.2 0.0 0.5
H -2.309 -1.914 0.059 0.3 0.3 0.3
H -3.591 -0.710 1.899 0.4 0.0 -0.5
H 1.270 -3.237 2.268 -0.1 -0.7 0.3
O -2.676 3.277 -2.078 -2.4 0.0 -2.3
V -3.617 2.261 -3.033 1.3 -2.6 1.3
O -4.720 1.612 -4.090 1.2 2.7 1.3
```
Forces are in eV/Å.

natural (NBO) population analysis, charges in e, atoms 1 to 5:
1 N -0.3413
2 C 0.5103
3 O -0.4501
4 C 0.3956
5 C -0.2421

=====

[3]
Density functional theory data (ωB97M-V with the def2-TZVPD basis set) for a molecular structure, C13H10N2O8SeTi.

Results
Energy relative to the best compared isomer or geometry (same formula, charge and spin): 76.24 kcal/mol
LUMO: -2.77 eV
Frontier orbital gap: 6.2 eV

XYZ file:
```
35
Properties=species:S:1:pos:R:3:forces:R:3
Ti -2.234 0.736 -0.577 1.7 -2.3 0.7
O 4.143 3.041 0.486 0.5 1.4 0.0
C 3.852 1.878 0.407 -1.6 -0.6 -0.6
O 4.325 0.803 0.751 1.0 -1.0 0.4
C 2.358 1.541 -0.098 0.7 -0.4 1.1
C 2.050 0.133 -0.439 -0.2 0.1 -0.7
C 0.526 -0.051 -0.733 0.5 -0.7 -0.2
N -0.354 1.070 -0.881 1.3 1.3 0.7
C 0.032 2.157 -0.193 1.2 -0.4 -0.5
C 1.352 2.395 0.250 -1.0 0.5 -0.5
C -1.117 3.075 0.102 0.6 1.7 0.6
O -1.064 4.246 0.341 0.1 -0.9 -0.3
O -2.224 2.330 0.161 -0.7 1.8 0.6
H 2.737 -0.254 -1.192 0.0 0.0 0.1
H 0.353 -0.785 -1.537 0.0 0.2 0.4
H 1.582 3.362 0.677 0.0 0.0 0.0
O -4.994 -1.059 -1.895 -0.3 -2.2 -0.5
Se -4.537 0.367 -1.482 -1.4 -1.2 -0.6
O -2.958 0.647 -2.176 -0.4 0.3 -1.3
O -3.890 0.296 0.080 -1.2 -0.1 1.1
O -5.504 1.543 -1.714 -1.2 2.4 -0.2
N -1.886 -1.421 0.303 -0.4 0.0 0.1
C -0.528 -1.844 0.562 0.5 -0.2 0.3
C 0.347 -0.647 0.684 -0.2 -0.3 -0.1
C 1.869 -0.796 0.810 0.0 0.2 0.2
C 2.307 -2.216 0.672 0.1 0.0 -0.1
C 1.446 -3.231 0.568 0.5 0.0 0.0
C 0.000 -3.066 0.467 -0.7 0.6 0.0
H -2.414 -2.134 -0.218 0.1 0.4 0.2
H -2.407 -1.256 1.182 0.3 -0.3 -0.5
H -0.086 0.094 1.380 0.2 -0.2 -0.2
H 2.331 -0.375 1.705 -0.1 0.0 -0.1
H 3.372 -2.382 0.733 0.1 -0.1 0.0
H 1.809 -4.246 0.533 0.1 -0.1 0.0
H -0.594 -3.951 0.282 -0.2 0.0 0.0
```
Forces are in eV/Å.

natural (NBO) population analysis, charges in e, atoms 1 to 5:
1 Ti 1.6572
2 O -0.6611
3 C 0.7494
4 O -0.6915
5 C 0.2060